Below is a 12-piece molecular cluster, C40H110N6O12 overall, with properties calculated with ωB97M-V with the def2-TZVPD basis set.

Calculated values
Highest occupied orbital energy: -9.053 eV
Kohn-Sham gap: 9.29 eV
SMILES: COC[C@H](C)N.COC[C@H](C)N.COC[C@H](C)N.COC[C@H](C)N.COC[C@H](C)N.COC[C@H](C)N.CC(C)O.CC(C)O.CC(C)O.CC(C)O.CCO.CCO

Positions of all 168 atoms, in Å:
H1 0.3193 1.6021 7.2901
H2 2.4511 0.2301 -1.0592
C1 -2.1407 6.2175 -4.2801
H3 -0.6930 -2.4629 7.4494
C2 -4.8450 -2.7805 0.0886
H4 0.8826 4.5597 3.7459
H5 0.8702 -7.3778 -1.9600
H6 0.4622 -0.1929 7.2265
C3 1.7847 4.4272 4.3432
C4 1.6038 -2.7734 6.5859
C5 2.4755 -0.6190 -6.4195
H7 -0.3045 -6.7790 -0.7435
H8 1.4694 -1.5325 -8.0614
C6 4.2040 0.3911 1.7328
C7 -0.2790 -3.5905 -4.3055
C8 4.7075 -1.2300 -2.9604
H9 5.8154 -1.0076 3.3890
H10 -1.8068 7.2169 -4.5589
N1 -2.1439 4.2233 -0.7881
H11 5.7029 -1.1632 -0.0618
H12 -0.7127 -6.6928 -2.4511
C9 0.1107 -6.6276 -1.7399
H13 3.1844 4.6263 -4.8842
H14 2.1041 5.3805 4.7643
H15 0.4423 4.4087 -0.2374
H16 -0.8242 -2.5573 1.5789
H17 -2.5210 -3.9703 1.5045
O1 -1.1016 2.0656 -2.4539
H18 -3.3235 2.5750 4.3159
O2 0.8050 -3.3672 3.5200
O3 0.3209 0.3182 -1.1678
H19 -1.8579 -1.1541 1.2506
H20 -3.4906 3.2795 -2.8981
H21 5.1434 0.6289 -3.9005
C10 -3.0792 2.5321 -3.5765
O4 -4.4302 -4.2597 2.0928
H22 -4.0551 -2.2422 2.1415
H23 -3.9524 0.4295 -2.1837
H24 -3.9163 2.0581 -4.0891
H25 0.4087 1.6896 -4.8496
H26 -2.8076 4.4247 -1.5223
H27 -5.6751 -2.8058 2.1315
O5 1.5488 0.9138 5.8657
H28 0.4729 6.1402 0.1146
H29 0.0454 -1.9555 5.4384
O6 2.4925 4.2205 -5.4116
H30 2.6827 0.2713 -7.0133
H31 -2.6209 4.1148 1.1827
H32 -4.0385 -3.3260 -0.4013
H33 1.8126 2.1394 -3.0408
H34 -2.4759 -0.3079 -1.6111
H35 4.8999 1.0997 2.1820
O7 5.9452 -0.9067 0.8310
H36 -0.4444 0.7028 5.9768
H37 -5.9368 -0.9778 0.1744
H38 -0.8205 -4.2041 4.4687
H39 4.3288 0.8899 -2.3472
H40 1.0934 -2.3364 -6.5909
H41 -3.1081 1.2007 -0.8911
H42 0.7657 3.4554 6.0702
H43 5.9839 0.4378 -2.3871
H44 0.5077 -0.6097 -6.9115
H45 -1.0616 -2.0273 -0.0353
N2 -1.9098 -2.8604 -2.7101
H46 -6.8749 -2.8789 -0.2025
H47 2.5045 4.0799 3.6020
H48 4.3312 -2.6193 -1.5682
O8 -2.1966 6.1149 -2.8852
C11 2.3393 2.9774 -3.4974
H49 1.8840 3.9007 -3.1392
H50 3.6237 3.1182 5.8065
H51 5.6428 -2.6426 2.7599
C12 5.0316 0.2524 -2.8838
H52 1.1886 -1.1286 0.8133
H53 -5.2751 -1.1404 -1.3495
C13 0.9431 -4.2690 2.4064
C14 -2.6905 2.0990 3.5669
O9 4.7702 -1.7679 -1.6313
H54 -0.0132 -4.6984 2.1077
H55 3.3960 3.0020 -3.2311
C15 1.5714 -0.2225 -1.5169
C16 -2.2193 1.3953 -2.9210
C17 1.6565 3.3584 5.4496
H56 4.0312 -1.7263 1.1262
H57 2.3103 -0.4463 -5.3561
H58 0.8451 1.4219 0.4402
H59 -3.1110 5.9636 -4.7069
H60 1.5338 -3.7427 1.6566
H61 -0.8419 1.0569 0.3387
H62 -0.4071 6.8271 -2.2563
C18 -5.0485 -1.3820 -0.3110
H63 -1.6138 -3.0763 6.3768
H64 -2.8508 -5.6097 2.2256
C19 -0.1626 5.2550 0.0879
H65 -1.9600 0.6696 -3.6919
H66 2.4741 1.6648 4.3192
C20 2.1989 2.8760 -4.9716
C21 0.4159 0.7283 6.6457
N3 0.4238 -0.3793 2.5083
H67 -5.2102 2.5932 2.9303
O10 -3.0240 3.9892 2.0449
C22 5.1226 -1.6958 2.9047
H68 -2.2588 -2.6664 -3.6378
H69 0.3512 -2.7012 -4.2966
H70 -2.5080 3.0017 -4.3773
N4 -0.7195 -3.2474 6.8139
H71 -0.5393 1.3649 -2.1156
H72 3.7527 -1.7019 -7.2678
O11 0.6925 -5.3888 -1.9672
H73 -1.6155 3.4776 -1.2180
N5 -6.0628 -3.4646 -0.3349
H74 0.5096 -3.3479 -1.6067
H75 0.6941 1.7593 4.2121
H76 -0.3031 5.1408 -2.6468
H77 3.3548 0.3683 2.4158
H78 -1.5572 -4.8701 -3.2186
H79 -0.9746 -3.4028 -5.1234
H80 -2.8546 1.0236 3.6345
H81 2.6604 2.7311 6.9784
H82 1.6671 -0.1990 -2.6024
C23 0.1470 0.6123 0.2270
H83 -2.6774 2.0531 1.3601
H84 -6.1670 -4.1735 0.3768
H85 -3.2571 -5.1724 0.5341
C24 0.7578 2.6167 -5.3041
C25 -2.9494 0.6516 -1.8193
C26 1.3044 -1.3483 -6.9998
C27 -3.2030 -4.8185 1.5636
H86 1.4933 -1.2841 -1.2821
H87 2.4257 -2.4514 5.9465
O12 3.6050 -1.3918 -6.3713
C28 -0.9925 -3.9580 -3.0259
H88 1.5460 -2.1256 7.4606
C29 -4.6728 2.2644 2.0408
H89 1.6669 -5.0264 2.7075
H90 3.8879 0.8786 0.8106
H91 3.6927 -1.4032 -3.3184
H92 -4.9255 1.2044 2.0650
C30 -1.3938 5.4712 -0.7977
H93 -1.6654 2.3880 3.7985
H94 2.9801 2.1962 -5.3117
H95 4.2706 -1.9475 3.5362
C31 0.2417 -0.6707 1.0995
H96 -0.4215 -0.1447 3.0090
C32 -3.1875 2.5655 2.1757
C33 0.2152 -3.9488 4.6931
H97 -1.9071 6.3319 -0.3689
N6 2.8382 3.4821 6.3268
H98 -0.5356 5.0512 1.0916
H99 -0.8303 -4.2525 -0.9652
H100 -4.1614 -0.8515 0.0348
H101 1.9374 -3.7024 7.0482
C34 -4.7118 -2.9560 1.6442
H102 0.2988 -4.4239 -4.7051
H103 5.3845 -1.7538 -3.6353
H104 -1.3459 -2.0235 -2.6697
C35 -0.9273 -1.6528 0.9795
C36 -0.9693 5.8938 -2.2260
H105 0.5270 -4.9463 5.0026
H106 0.4974 2.6613 -6.3616
H107 -1.3969 5.5385 -4.6971
H108 0.5510 -1.2811 2.9448
H109 -5.1264 2.7232 1.1622
H110 0.2253 3.4348 -4.8192
C37 1.5582 1.8995 4.8615
C38 0.2671 -2.9521 5.8200
C39 4.7299 -1.0109 1.5601
C40 -0.1235 -4.2151 -1.7942

Atom charges from the Löwdin analysis, given in e for atoms 1 to 2: atom 1 (H): 0.0859, atom 2 (H): 0.0868